Entry 1:
Below is an isolated molecule of CHBrCl2 in a non-equilibrium geometry, with properties calculated with ωB97M-V/def2-TZVPD.

Results
HOMO   -10.74 eV
SMILES   ClC(Cl)Br
LUMO   -0.61 eV
Energy relative to the best compared isomer or geometry (same formula, charge and spin)   0.0 kJ/mol
Net charge   0
DFT total energy   -3533.0652 Eh

Geometry (Å):
C -0.769 0.573 -0.374
Cl -0.689 0.681 -2.066
Cl -0.509 2.472 0.540
Br -2.356 -0.145 0.345
H 0.102 0.118 0.083

Entry 2:
Below is a cluster of 2 separate species, CHBrCl2S in total in a non-equilibrium geometry, with properties calculated with ωB97M-V/def2-TZVPD.

Results
HOMO (alpha / beta)   -9.62 / -9.62 eV
LUMO (alpha / beta)   -2.15 / -2.15 eV
Energy relative to the best compared isomer or geometry (same formula, charge and spin)   153.2 kJ/mol
Net charge   0
DFT total energy   -3931.2056 Eh

Geometry (Å):
C -0.037 -0.163 0.518
S -0.614 1.451 0.093
Cl -0.169 -1.186 -1.827
Cl -1.152 -1.252 1.334
Br 1.753 -0.537 0.868
H 0.220 1.688 -0.987

Entry 3:
Below is a structure of composition CHBrF2OS in a non-equilibrium geometry, with properties calculated with ωB97M-V/def2-TZVPD.

Results
HOMO (alpha / beta)   -9.04 / -9.04 eV
LUMO (alpha / beta)   -0.80 / -0.80 eV
Energy relative to the best compared isomer or geometry (same formula, charge and spin)   222.5 kJ/mol
Net charge   0
DFT total energy   -3285.7895 Eh

Geometry (Å):
C -0.751 -0.191 -0.441
O -0.551 -2.969 0.183
F -1.468 -0.267 -1.570
F -1.015 0.877 0.265
S -1.489 -2.104 0.883
Br -0.329 -1.549 2.648
H 0.239 -0.567 -0.753

Entry 4:
Below is a cluster of 2 separate species, CHBrF2OS in total in a non-equilibrium geometry, with properties calculated with ωB97M-V/def2-TZVPD.

Results
HOMO   -9.32 eV
SMILES   O=C(F)F.SBr
LUMO   -0.42 eV
Energy relative to the best compared isomer or geometry (same formula, charge and spin)   5.2 kJ/mol
Net charge   0
DFT total energy   -3285.8723 Eh

Geometry (Å):
C -0.818 -0.823 2.868
O 0.244 -1.124 2.551
F -1.403 -1.422 3.927
F -1.629 -0.008 2.264
S 0.773 -2.137 -0.695
Br -0.720 -1.092 -1.914
H 1.871 -1.702 -1.445

Entry 5:
Below is a cluster of 2 separate species, CHBrF5NP in total in a non-equilibrium geometry, with properties calculated with ωB97M-V/def2-TZVPD.

Results
HOMO   -16.65 eV
LUMO   -5.34 eV
Energy relative to the best compared isomer or geometry (same formula, charge and spin)   77.4 kJ/mol
Net charge   +1
DFT total energy   -3507.9407 Eh

Geometry (Å):
C -0.171 -1.697 -0.054
N -0.302 -0.538 -0.527
F 0.651 -2.053 0.860
F -1.515 1.300 0.257
F -0.821 -2.725 -0.414
F 0.516 1.312 1.437
F 0.344 1.876 -1.043
P 0.663 0.743 -0.052
Br 2.829 0.775 -0.120
H -2.195 1.007 -0.345

Entry 6:
Below is a cluster of 2 separate species, CHBrINO2 in total in a non-equilibrium geometry, with properties calculated with ωB97M-V/def2-TZVPD.

Results
HOMO (alpha / beta)   -8.93 / -8.86 eV
LUMO (alpha / beta)   -4.64 / -4.65 eV
Energy relative to the best compared isomer or geometry (same formula, charge and spin)   314.7 kJ/mol
Net charge   0
DFT total energy   -3115.4036 Eh

Geometry (Å):
C 0.324 -0.887 0.327
N -0.500 -0.974 1.406
O -0.880 -2.149 1.679
O -0.857 -0.016 1.988
Br 0.542 -2.273 -0.792
I 3.410 0.624 1.324
H 0.939 0.056 0.279

Entry 7:
Below is a cluster of 2 separate species, CHBrN2 in total in a non-equilibrium geometry, with properties calculated with ωB97M-V/def2-TZVPD.

Results
HOMO (alpha / beta)   -10.10 / -9.91 eV
LUMO (alpha / beta)   -1.85 / -2.53 eV
Energy relative to the best compared isomer or geometry (same formula, charge and spin)   332.3 kJ/mol
Net charge   0
DFT total energy   -2722.0397 Eh

Geometry (Å):
C 0.202 -0.930 -0.097
N 0.437 -2.034 -0.385
N -0.150 0.293 0.393
Br -1.633 1.156 -0.174
H 1.143 1.515 0.263

Entry 8:
Below is a cluster of 2 separate species, CHBrN2 in total in a non-equilibrium geometry, with properties calculated with ωB97M-V/def2-TZVPD.

Results
HOMO   -9.10 eV
LUMO   -1.02 eV
Energy relative to the best compared isomer or geometry (same formula, charge and spin)   122.9 kJ/mol
Net charge   0
DFT total energy   -2722.1194 Eh

Geometry (Å):
C 1.300 0.479 -0.197
N -3.144 -0.891 -0.268
N -2.375 -0.134 -0.073
Br 2.924 1.159 0.150
H 1.296 -0.613 0.388

Entry 9:
Below is an isolated molecule of CHBrN2 in a non-equilibrium geometry, with properties calculated with ωB97M-V/def2-TZVPD.

Results
HOMO   -9.93 eV
SMILES   N#CNBr
LUMO   -1.10 eV
Energy relative to the best compared isomer or geometry (same formula, charge and spin)   7.6 kJ/mol
Net charge   0
DFT total energy   -2722.1634 Eh

Geometry (Å):
C -0.327 -0.258 -0.772
N -0.682 -0.766 -1.723
N 0.081 0.303 0.295
Br 0.578 -0.561 1.924
H 0.349 1.283 0.276

Entry 10:
Below is the ion CHBrNO2 with charge -1 in a non-equilibrium geometry, with properties calculated with ωB97M-V/def2-TZVPD.

Results
HOMO   -3.67 eV
SMILES   O=C([O-])NBr
LUMO   3.66 eV
Energy relative to the best compared isomer or geometry (same formula, charge and spin)   45.6 kJ/mol
Net charge   -1
DFT total energy   -2817.9933 Eh

Geometry (Å):
C -0.673 -0.762 0.019
N 0.399 0.599 0.117
O -1.763 -0.339 0.284
O -0.095 -1.756 -0.307
Br 2.213 0.778 -0.086
H -0.081 1.480 -0.027

Entry 11:
Below is an isolated molecule of CHCl2F2NS in a non-equilibrium geometry, with properties calculated with ωB97M-V/def2-TZVPD.

Results
HOMO   -10.74 eV
LUMO   0.17 eV
Energy relative to the best compared isomer or geometry (same formula, charge and spin)   5.7 kJ/mol
Net charge   0
DFT total energy   -1611.6979 Eh

Geometry (Å):
C 0.174 -0.133 1.231
N 0.413 -0.021 -0.204
F -0.902 -0.903 -2.319
F 0.754 0.690 -2.482
S -0.388 0.383 -1.381
Cl -0.018 1.445 1.902
Cl -1.210 -1.043 1.541
H 1.178 -0.417 1.712

Entry 12:
Below is a structure of composition CHCl2NO2 in a non-equilibrium geometry, with properties calculated with ωB97M-V/def2-TZVPD.

Results
HOMO   -9.80 eV
LUMO   0.21 eV
Energy relative to the best compared isomer or geometry (same formula, charge and spin)   335.2 kJ/mol
Net charge   0
DFT total energy   -1164.1600 Eh

Geometry (Å):
C -0.168 -0.776 -0.139
N -2.003 -0.052 -0.255
O -2.162 0.248 -1.374
O -2.539 0.055 0.794
Cl 0.030 -0.936 -1.840
Cl -0.242 -2.131 0.866
H 0.523 0.186 0.177